This record from the Open Molecules 2025 dataset describes a molecular structure, C48H48N4O3P2S5Tl. The level of theory is ωB97M-V with the def2-TZVPD basis set.

Geometry (Å):
1 Tl 1.0997 0.5282 -0.1994
2 O 6.6091 -0.5968 5.2146
3 C 5.7330 -0.6563 4.4033
4 S 5.8582 -1.5562 2.8789
5 C 4.2446 -1.1549 2.2595
6 C 3.4329 -0.3561 3.0550
7 S 1.8555 0.1484 2.7838
8 S 4.1659 0.1635 4.5647
9 S 3.7474 -1.8801 0.8210
10 O -3.9979 0.0232 1.1309
11 C -4.6814 1.2155 0.8828
12 C -5.7567 1.5726 1.6747
13 C -6.3948 2.7815 1.4369
14 C -5.9701 3.6082 0.4076
15 C -4.8800 3.2517 -0.3728
16 C -4.2160 2.0528 -0.1404
17 P -2.6075 1.5180 -0.8637
18 C -2.5274 2.3603 -2.4858
19 C -3.6522 2.4560 -3.3041
20 C -3.5458 2.9642 -4.5926
21 C -2.3134 3.3660 -5.0854
22 C -1.1805 3.2437 -4.2908
23 C -1.2878 2.7361 -3.0056
24 C -1.5673 2.6147 0.2058
25 C -1.3933 3.9704 -0.0741
26 C -0.6840 4.7891 0.7899
27 C -0.1341 4.2695 1.9532
28 C -0.3213 2.9326 2.2606
29 C -1.0350 2.1030 1.3987
30 C -4.4085 -1.0855 0.4086
31 C -5.7533 -1.2999 0.1272
32 C -6.1424 -2.4425 -0.5485
33 C -5.1965 -3.3806 -0.9361
34 C -3.8583 -3.1503 -0.6733
35 C -3.4356 -1.9966 -0.0146
36 P -1.6461 -1.5920 0.1922
37 C -1.0898 -1.8711 -1.5459
38 C -1.8986 -1.5712 -2.6430
39 C -1.4009 -1.6548 -3.9366
40 C -0.0872 -2.0407 -4.1614
41 C 0.7303 -2.3413 -3.0811
42 C 0.2340 -2.2454 -1.7883
43 C -1.0529 -3.1498 0.9998
44 C -0.8720 -4.3846 0.3744
45 C -0.5212 -5.5051 1.1135
46 C -0.3151 -5.4055 2.4848
47 C -0.4503 -4.1758 3.1120
48 C -0.8196 -3.0594 2.3729
49 H -6.0802 0.9198 2.4762
50 H -7.2325 3.0751 2.0563
51 H -6.4785 4.5468 0.2267
52 H -4.5428 3.9127 -1.1619
53 H -4.6169 2.1301 -2.9323
54 H -4.4312 3.0490 -5.2104
55 H -2.2340 3.7646 -6.0889
56 H -0.2155 3.5509 -4.6750
57 H -0.3971 2.6396 -2.3937
58 H -1.8145 4.3945 -0.9774
59 H -0.5628 5.8407 0.5582
60 H 0.4082 4.9167 2.6320
61 H 0.0654 2.5278 3.1881
62 H -1.2356 1.0777 1.6971
63 H -6.4891 -0.5683 0.4324
64 H -7.1902 -2.5991 -0.7692
65 H -5.5011 -4.2799 -1.4563
66 H -3.1240 -3.8696 -1.0074
67 H -2.9268 -1.2721 -2.4860
68 H -2.0459 -1.4140 -4.7733
69 H 0.2946 -2.1110 -5.1720
70 H 1.7580 -2.6456 -3.2441
71 H 0.8760 -2.4975 -0.9510
72 H -0.9955 -4.4754 -0.6983
73 H -0.4202 -6.4663 0.6223
74 H -0.0531 -6.2847 3.0605
75 H -0.2758 -4.0862 4.1770
76 H -0.9258 -2.0983 2.8653
77 C 1.6246 5.0279 -2.0697
78 N 2.6488 5.0218 -1.0367
79 C 3.6825 6.0324 -1.2027
80 C 2.7790 3.9193 -0.2434
81 O 2.1281 2.8857 -0.4799
82 N 3.6603 3.9809 0.7984
83 C 4.0462 2.7500 1.4703
84 C 3.9161 5.1811 1.5802
85 H 1.0784 5.9732 -2.0453
86 H 0.9321 4.2143 -1.8976
87 H 2.0738 4.9105 -3.0595
88 H 3.8014 6.2341 -2.2677
89 H 4.6365 5.6754 -0.8223
90 H 3.4297 6.9739 -0.7114
91 H 3.8717 1.9015 0.8172
92 H 3.4745 2.6014 2.3898
93 H 5.1090 2.7966 1.7159
94 H 3.2883 6.0040 1.2539
95 H 4.9643 5.4844 1.5276
96 H 3.6792 4.9774 2.6276
97 C 2.4174 -6.4686 -0.0282
98 N 3.5362 -6.0681 0.8037
99 C 4.6863 -6.9565 1.0100
100 C 5.6381 -6.1074 1.8730
101 N 4.8709 -4.8728 2.0513
102 C 3.7161 -4.9026 1.4082
103 S 2.5433 -3.6268 1.3946
104 H 1.9126 -7.3302 0.4096
105 H 2.7778 -6.7393 -1.0211
106 H 1.7124 -5.6459 -0.1089
107 H 5.1163 -7.2265 0.0458
108 H 4.3693 -7.8709 1.5108
109 H 6.5853 -5.9034 1.3765
110 H 5.8439 -6.5680 2.8365
111 H 5.2208 -4.0537 2.5353

Results
- LUMO (eV) = -3.1
- ΔE to the lowest compared entry with this formula, charge and spin (eV) = 0.000
- HOMO level (eV) = -9.70
- gap between HOMO and LUMO (eV) = 6.6
- total charge = +1



This record from the Open Molecules 2025 dataset describes a molecular structure, CH2O2S at a distorted geometry. The level of theory is ωB97M-V with the def2-TZVPD basis set.

Geometry (Å):
1 C -0.2780 0.0915 0.0122
2 H -1.4784 1.7346 0.5616
3 H -2.0599 -0.0625 -0.6287
4 O -0.7713 0.9538 1.0053
5 O -0.9350 0.0439 -1.1130
6 S 1.1785 -0.6377 0.0535

Results
- LUMO (eV) = -0.5
- ΔE to the lowest compared entry with this formula, charge and spin (eV) = 2.648
- HOMO level (eV) = -8.90
- gap between HOMO and LUMO (eV) = 8.4
- total charge = 0



This record from the Open Molecules 2025 dataset describes 2 unconnected molecules or ions with the total composition C3H6FNO at a distorted geometry. The level of theory is ωB97M-V with the def2-TZVPD basis set.

Geometry (Å):
1 C -0.7990 0.2019 -0.9163
2 C 1.1431 -1.1399 1.1624
3 C -0.1056 1.1031 -1.7527
4 N -0.2712 2.3560 -1.5984
5 O -1.7186 0.5385 -0.0355
6 F 0.7613 0.5376 -2.6679
7 H -0.9747 -0.7941 -1.3526
8 H 1.2443 -2.1353 1.0398
9 H 0.5615 -0.7143 2.0676
10 H 1.6681 -0.4178 0.5315
11 H -2.0264 1.4866 -0.0998
12 H 0.3522 2.8006 -2.2150

Results
- LUMO (spin up / spin down) (eV) = -0.5 / 0.2
- ΔE to the lowest compared entry with this formula, charge and spin (eV) = 4.548
- HOMO level (spin up / spin down) (eV) = -8.84 / -8.32
- gap between HOMO and LUMO (spin up / spin down) (eV) = 8.3 / 8.5
- total charge = 0



This record from the Open Molecules 2025 dataset describes a single C4H2N4 molecule at a distorted geometry. The level of theory is ωB97M-V with the def2-TZVPD basis set.

Geometry (Å):
1 C 2.7009 -0.7025 -0.1142
2 N 1.6755 0.0046 -0.0686
3 N 0.5187 -0.9271 0.1009
4 C -0.4474 -0.0103 0.4097
5 C -1.7009 -0.7165 0.1830
6 N -2.8054 -1.2109 -0.3406
7 C -0.2769 1.3296 0.2785
8 N -0.5085 2.4957 -0.2577
9 H 2.6725 -1.7566 -0.1758
10 H 3.5113 -0.1810 -0.4035

Results
- LUMO (eV) = -2.1
- ΔE to the lowest compared entry with this formula, charge and spin (eV) = 6.108
- HOMO level (eV) = -10.73
- gap between HOMO and LUMO (eV) = 8.6
- total charge = 0



This record from the Open Molecules 2025 dataset describes a molecular structure, C26H37CrN2O2SSi2. The level of theory is ωB97M-V with the def2-TZVPD basis set.

Geometry (Å):
1 Cr -0.9436 1.0664 0.6304
2 C -2.4132 3.6128 0.6740
3 C -3.6946 3.2007 0.9964
4 C -3.6122 2.3002 2.1017
5 C -2.2832 2.1788 2.4819
6 C -1.4836 2.9739 1.5736
7 H -2.1376 4.3014 -0.1190
8 H -4.6057 3.4845 0.4810
9 H -4.4476 1.7840 2.5576
10 H -1.9283 1.6578 3.3561
11 H -0.5533 3.4437 1.8566
12 C -0.3683 -4.2751 -1.4847
13 Si -2.1248 -3.7854 -1.7875
14 C -2.4514 -3.9050 -3.6138
15 C -3.2439 -4.9670 -0.9000
16 C -2.6538 -2.0428 -1.2898
17 C -3.9673 -1.7099 -1.5809
18 C -4.4906 -0.4429 -1.3299
19 C -3.6636 0.4929 -0.7719
20 N -2.3872 0.2106 -0.4624
21 C -1.8652 -1.0214 -0.6990
22 S -0.1985 -1.1069 -0.2113
23 H -0.2365 -5.2982 -1.8643
24 H -0.1116 -4.2561 -0.4206
25 H 0.3304 -3.6114 -2.0071
26 H -2.2042 -4.9121 -3.9796
27 H -1.8355 -3.1811 -4.1637
28 H -3.5046 -3.7062 -3.8553
29 H -2.9958 -5.9988 -1.1863
30 H -4.2992 -4.7911 -1.1509
31 H -3.1339 -4.8773 0.1880
32 H -4.6195 -2.4624 -2.0301
33 H -5.5165 -0.1903 -1.5688
34 H -3.9872 1.4971 -0.5660
35 C -0.5280 2.2074 -2.7479
36 Si 0.3683 2.1271 -1.1197
37 C 0.9451 3.8684 -0.7295
38 C 1.9798 1.1828 -1.4014
39 C 3.0614 1.3304 -0.5227
40 C 4.2435 0.6093 -0.6922
41 C 4.3683 -0.2821 -1.7526
42 C 3.3122 -0.4347 -2.6448
43 C 2.1376 0.2883 -2.4680
44 H 0.1349 2.6047 -3.5285
45 H -1.3944 2.8735 -2.6526
46 H -0.8968 1.2239 -3.0679
47 H 1.6502 4.1906 -1.5096
48 H 1.4568 3.9405 0.2436
49 H 0.0977 4.5712 -0.7082
50 H 2.9963 2.0465 0.2989
51 H 5.0747 0.7519 -0.0092
52 H 5.2864 -0.8416 -1.8918
53 H 3.4048 -1.1203 -3.4780
54 H 1.3188 0.1415 -3.1696
55 O -0.1771 -0.6129 2.9343
56 C 0.7463 0.1382 2.9082
57 O 0.7629 1.2371 2.0997
58 C 2.0647 -0.0430 3.6331
59 N 2.7956 1.2432 3.7124
60 C 4.2065 1.0460 3.2643
61 C 4.3814 -0.4676 3.1669
62 C 2.9813 -0.9535 2.7931
63 H 1.8634 -0.4774 4.6070
64 H 2.7428 1.6458 4.6370
65 H 1.5950 1.7028 2.3866
66 H 4.8978 1.5151 3.9588
67 H 4.3463 1.5096 2.2921
68 H 4.6747 -0.8804 4.1355
69 H 5.1351 -0.7511 2.4301
70 H 2.8033 -2.0050 3.0119
71 H 2.7941 -0.7897 1.7264

Results
- LUMO (spin up / spin down) (eV) = 0.1 / 0.3
- HOMO level (spin up / spin down) (eV) = -7.30 / -7.40
- gap between HOMO and LUMO (spin up / spin down) (eV) = 7.4 / 7.7
- multiplicity = 4
- total charge = 0



This record from the Open Molecules 2025 dataset describes a molecular structure, C16H11Co2O7 at a distorted geometry. The level of theory is ωB97M-V with the def2-TZVPD basis set.

Geometry (Å):
1 O 2.2106 -1.5716 0.2291
2 C 1.0733 -1.7784 0.2747
3 Co -0.6249 -2.2219 0.3215
4 C -0.7151 -3.5084 -0.9473
5 O -0.6730 -4.5264 -1.5027
6 C -0.6122 -3.4046 1.6507
7 O -0.5785 -4.2015 2.4892
8 C -2.0723 -1.2235 0.1272
9 C -1.0950 -0.5928 0.8884
10 C -0.9363 0.4824 1.6922
11 C 0.3598 1.0530 1.9721
12 C 0.7489 1.4690 3.2668
13 C 1.9536 2.1446 3.4216
14 C 2.7552 2.4721 2.3155
15 C 2.3831 2.0460 1.0331
16 C 1.2476 1.2590 0.9052
17 Co -1.7742 -1.4026 -1.7737
18 C -2.5507 0.1448 -2.0079
19 O -3.0512 1.1808 -2.1260
20 C -2.8501 -2.3793 -2.7336
21 O -3.5578 -3.0679 -3.3456
22 C -0.1763 -1.3938 -2.5684
23 O 0.8362 -1.5075 -3.1226
24 H -3.0909 -1.3788 0.4792
25 H -1.7932 0.8495 2.2713
26 H 0.0944 1.2145 4.1079
27 H 2.2821 2.4191 4.4232
28 H 3.6615 3.0704 2.4397
29 H 2.9723 2.2859 0.1444
30 H 0.9157 0.8832 -0.0566
31 C 0.7623 1.8303 -2.5738
32 O -0.1941 1.5296 -1.5535
33 H 0.4253 1.4513 -3.5489
34 H 0.9298 2.9155 -2.6347
35 H 1.7002 1.3360 -2.3003
36 H -0.9661 2.1218 -1.6573

Results
- LUMO (eV) = 3.0
- ΔE to the lowest compared entry with this formula, charge and spin (eV) = 0.000
- HOMO level (eV) = -3.90
- gap between HOMO and LUMO (eV) = 6.9
- total charge = -1



| no. | calculated total energy (eV) |
| --- | --- |
| 1 | -140101.87444 |
| 2 | -15997.28732 |
| 3 | -9459.24757 |
| 4 | -10133.72101 |
| 5 | -89651.47072 |
| 6 | -106354.83539 |